Density functional theory data (wB97M-V/def2-TZVPD) for an isolated molecule of C17H25ClN2O2.

Each line ends with the Löwdin charge.
Geometry (Å):
C -3.68494 0.05200 -0.83959  -0.106
C -3.53117 0.31818 -2.36159  -0.225
C -2.19715 -0.28803 -2.97126  -0.178
C -0.92605 -0.06386 -2.09301  -0.159
N 0.24334 -0.85838 -2.65560  -0.168
C 0.92601 -0.33009 -3.85660  -0.170
C 2.06694 0.67616 -3.36286  -0.155
C 2.97661 -0.07975 -2.29450  -0.111
C 2.17322 -0.83789 -1.20511  -0.300
O 1.68964 0.22170 -0.35699  0.020
C 1.18097 -0.08789 0.91348  -0.525
O 0.86222 -1.17571 1.30492  0.132
N 1.06952 0.95365 1.72960  0.131
C 0.89265 0.77912 3.08722  -0.184
C -0.41761 0.32079 3.64770  -0.133
C -1.64415 0.39346 2.76563  -0.048
C -0.57499 0.08165 5.04145  -0.038
C 0.47918 0.19034 5.93308  -0.063
C 1.69104 0.52298 5.38280  -0.174
C 1.87543 0.80665 4.09485  -0.603
Cl 3.52471 1.22395 3.75101  0.701
C 1.07216 -1.74361 -1.74444  -0.086
H -4.58724 0.44125 -0.64629  0.013
H -3.63707 -1.00980 -0.53919  0.090
H -2.97987 0.59214 -0.16837  0.065
H -4.29288 -0.16997 -2.92407  0.084
H -3.48173 1.39134 -2.56396  0.102
H -2.02765 0.28315 -3.90894  0.095
H -2.42376 -1.34069 -3.23728  0.114
H -0.53529 0.91625 -1.97403  0.099
H -1.14627 -0.44782 -1.06998  0.108
H 1.50496 -1.20908 -4.40380  0.142
H 0.19896 0.22031 -4.48290  0.103
H 1.49931 1.51680 -3.01592  0.071
H 2.78236 1.16131 -4.14752  0.126
H 3.55513 -0.82197 -2.86923  0.115
H 3.68910 0.48129 -1.74563  0.092
H 2.83359 -1.46004 -0.63231  0.138
H 1.85986 1.58545 1.61379  0.140
H -2.53579 0.74042 3.35803  0.102
H -1.85937 -0.59856 2.46195  0.066
H -1.60042 0.82524 1.78404  0.054
H -1.53990 -0.06106 5.42064  0.091
H 0.34903 -0.11436 6.93414  0.097
H 2.58879 0.64497 6.00998  0.105
H 0.49724 -2.06679 -0.88631  0.105
H 1.54135 -2.57520 -2.27706  0.123

## Properties
LUMO level, hartree: 0.02747
SMILES: CCCCN1CCC[C@@H](OC(=O)Nc2c(C)cccc2Cl)C1
HOMO energy, Eh: -0.2811
Total charge: 0
Frontier orbital gap, eV: 8.40
Relative energy (zero: lowest compared OMol25 entry of this formula, charge and spin), kJ/mol: 307.7

Density functional theory data (wB97M-V/def2-TZVPD) for a structure of composition C17H25ClN7O9RuS2SeTe.

Each line ends with the Löwdin charge.
Geometry (Å):
Ru 0.07506 -0.07733 0.03117  0.663
O -2.99262 -1.58276 1.90567  -0.335
Cl -1.96491 -0.58920 2.04225  0.650
O -2.08050 0.09653 3.27802  -0.320
O -0.63116 -1.19057 1.87440  -0.667
O -1.97224 0.33178 0.90950  -0.540
C 3.03944 -4.86166 1.85480  -0.058
N 3.50150 -3.82372 2.72307  -0.100
C 3.10433 -2.48500 2.67660  -0.690
Se 1.94863 -1.68377 1.56484  0.652
N 3.79540 -1.83562 3.68942  0.101
C 4.60041 -2.73589 4.35186  -0.199
C 5.46544 -2.57801 5.41584  -0.034
C 6.15371 -3.71062 5.86883  -0.136
C 5.97210 -4.94685 5.26909  -0.137
C 5.09320 -5.10430 4.18895  -0.036
C 4.41581 -3.98610 3.74450  -0.180
H 2.32502 -4.44564 1.14655  0.052
H 2.55074 -5.64981 2.43542  0.089
H 3.88032 -5.29423 1.30324  0.087
H 3.69900 -0.85350 3.88421  0.148
H 5.60593 -1.61201 5.88294  0.102
H 6.83927 -3.61826 6.70227  0.085
H 6.51781 -5.80552 5.64073  0.083
H 4.95148 -6.06986 3.72095  0.095
C -4.15481 -1.29465 -7.08159  -0.123
C -3.14404 -0.18482 -6.83332  -0.312
S -3.85344 1.10004 -5.82433  0.636
O -4.80768 1.83021 -6.62624  -0.323
O -4.25245 0.50882 -4.57730  -0.276
C -2.45941 2.17437 -5.53035  -0.212
C -2.73396 3.17627 -4.41224  -0.147
N -2.61665 2.59471 -3.08990  0.026
C -1.45616 2.10614 -2.54917  -0.277
N -1.67240 1.41459 -1.42649  0.110
C -3.01188 1.57803 -1.18833  -0.008
C -3.59571 2.33158 -2.16229  -0.179
N -4.93519 2.77413 -2.23548  -0.343
O -5.76909 2.17234 -1.58473  0.074
O -5.17829 3.78089 -2.90582  0.025
C -0.16087 2.37997 -3.23549  -0.024
H -3.71324 -2.06794 -7.70969  0.072
H -5.04550 -0.91068 -7.57909  0.076
H -4.46379 -1.75164 -6.14265  0.078
H -2.81848 0.27353 -7.76827  0.100
H -2.27234 -0.57019 -6.30295  0.105
H -2.27833 2.69558 -6.47150  0.110
H -1.59835 1.54584 -5.30782  0.090
H -3.71298 3.63100 -4.53498  0.111
H -2.00608 3.98550 -4.47176  0.120
H -3.49114 1.16312 -0.32392  0.110
H -0.19046 3.34486 -3.75221  0.073
H 0.08078 1.59646 -3.95703  0.080
H 0.64151 2.40861 -2.50433  0.069
O 0.68624 0.70783 -1.36489  -0.795
Te 0.87344 1.98239 1.74047  -0.417
N 4.45837 -2.07533 -2.34005  0.032
C 4.17302 -1.13038 -1.37749  -0.940
N 5.28235 -0.55714 -0.81218  0.049
S 2.64717 -0.70649 -0.93881  0.570
H 5.39445 -2.32318 -2.60520  0.062
H 3.69099 -2.53160 -2.79301  0.067
H 6.22030 -0.79997 -1.07339  0.067
H 5.14111 0.14071 -0.10398  0.085

## Properties
⟨S²⟩: 0.836
LUMO level (alpha / beta), hartree: 0.12404 / 0.12405
Multiplicity: 2
HOMO energy (alpha / beta), Eh: 0.0268 / 0.0258
Total charge: -2
Frontier orbital gap (alpha / beta), eV: 2.65 / 2.67
Relative energy (zero: lowest compared OMol25 entry of this formula, charge and spin), kJ/mol: 501.3

Density functional theory data (wB97M-V/def2-TZVPD) for an isolated molecule of C17H25F3N4O3.

Each line ends with the Löwdin charge.
Geometry (Å):
C 1.55280 -3.71571 1.11539  -0.102
C 1.36280 -3.13501 2.51062  -0.242
C 1.95268 -1.73655 2.65699  -0.189
N 1.29427 -0.75334 1.80963  0.082
C 1.88124 -0.29269 0.67316  -0.449
O 2.92009 -0.75373 0.24060  0.079
C 1.17750 0.84395 -0.09992  -0.153
C 1.55610 2.17134 0.48226  -0.242
N 1.84273 2.32379 1.76540  0.106
N 2.12597 3.62443 1.89598  -0.020
C 2.02514 4.30044 0.72792  -0.049
C 1.65013 3.39232 -0.22908  -0.218
C 1.39500 3.60424 -1.68501  -0.035
N -0.28681 0.73628 -0.32627  -0.021
C -1.10139 1.28732 0.75132  -0.170
C -2.57564 1.34432 0.40560  -0.118
C -3.04259 -0.07214 0.12112  -0.217
C -4.52453 -0.14481 -0.14687  -0.602
F -4.88725 0.58754 -1.21726  0.142
F -4.93373 -1.40561 -0.37866  0.140
F -5.23999 0.31151 0.89867  0.137
C -2.24481 -0.61582 -1.05278  -0.078
C -0.72917 -0.57968 -0.80051  -0.174
C -0.02797 -0.99403 -2.10280  -0.421
O 1.07574 -0.68893 -2.46586  0.131
O -0.78067 -1.87526 -2.78745  -0.052
C -0.14962 -2.42377 -3.95129  -0.030
H 1.10254 -4.70602 1.03754  0.069
H 1.09919 -3.07727 0.35552  0.052
H 2.61192 -3.79748 0.86814  0.080
H 0.29839 -3.10415 2.76476  0.103
H 1.83995 -3.78411 3.25012  0.104
H 1.87525 -1.39999 3.69259  0.118
H 3.00871 -1.74602 2.38604  0.120
H 0.58968 -0.17598 2.22945  0.108
H 1.64711 0.77967 -1.07473  0.125
H 2.41246 3.98008 2.78970  0.148
H 2.23201 5.35614 0.66660  0.121
H 1.58982 4.63732 -1.97004  0.076
H 2.03335 2.95949 -2.29180  0.084
H 0.36154 3.36565 -1.94147  0.078
H -1.02496 0.73715 1.70570  0.118
H -0.73748 2.29155 0.95603  0.121
H -3.12304 1.78991 1.23717  0.127
H -2.73022 1.96990 -0.47686  0.134
H -2.87019 -0.69186 1.00841  0.167
H -2.53420 -1.63911 -1.27511  0.128
H -2.47278 -0.01559 -1.93705  0.142
H -0.48180 -1.37646 -0.07716  0.152
H -0.86790 -3.12158 -4.37013  0.094
H 0.08112 -1.63635 -4.66614  0.097
H 0.77148 -2.93526 -3.67818  0.098

## Properties
LUMO level, hartree: 0.02575
SMILES: CCCNC(=O)[C@H](c1n[nH]cc1C)N1CC[C@@H](C(F)(F)F)C[C@H]1C(=O)OC
HOMO energy, Eh: -0.3204
Total charge: 0
Frontier orbital gap, eV: 9.42
Relative energy (zero: lowest compared OMol25 entry of this formula, charge and spin), kJ/mol: 52.7

Density functional theory data (wB97M-V/def2-TZVPD) for a structure of composition C17H25FeN3O6S2.

Each line ends with the Löwdin charge.
Geometry (Å):
Fe -0.01925 0.03069 0.37892  0.831
O 2.36462 2.12488 1.91404  -0.227
S 1.97641 0.76290 1.80185  0.429
O 2.67012 -0.22913 2.54991  -0.241
O 1.84957 0.32446 0.31299  -0.383
O 0.42325 0.61976 2.04592  -0.322
C 0.94495 4.05984 -0.65619  -0.001
C 0.96128 2.68479 -0.61455  -0.085
N -0.13992 1.98613 -0.28812  0.028
C -1.28004 2.63127 -0.02164  -0.056
C -1.39182 4.00838 -0.10304  -0.177
C -0.23932 4.72585 -0.39400  0.027
C -2.65995 4.71683 0.17128  -0.019
C -3.88410 4.46653 -0.28540  -0.018
C -4.32472 3.46879 -1.28153  -0.270
C -5.68442 3.23715 -1.46278  -0.002
C -6.05036 2.26495 -2.37629  -0.118
N -5.15421 1.58830 -3.09457  0.087
C -3.88263 1.93107 -2.90076  -0.227
N -3.42389 2.81828 -2.02672  0.143
H 1.85394 4.59713 -0.88217  0.126
H 1.85326 2.12058 -0.82306  0.118
H -2.11403 2.02181 0.29175  0.115
H -0.27902 5.80765 -0.43556  0.133
H -2.55114 5.57578 0.82626  0.124
H -4.68565 5.09928 0.07905  0.114
H -6.42702 3.78580 -0.89945  0.118
H -7.09104 2.01006 -2.54149  0.117
H -3.14265 1.42756 -3.51311  0.111
C -4.39883 -0.39395 -0.23593  -0.215
S -2.96244 -0.81355 -1.19096  0.966
C -2.91032 -2.54991 -0.79284  -0.225
O -1.81886 -0.18193 -0.40556  -0.585
H -5.24616 -0.97353 -0.60216  0.082
H -4.59804 0.66710 -0.37542  0.038
H -4.19644 -0.60806 0.81318  0.078
H -3.64633 -3.06938 -1.40691  0.077
H -3.12245 -2.69740 0.26487  0.062
H -1.90865 -2.90265 -1.03291  0.057
C 0.27014 -2.34500 2.82460  -0.051
C -0.19947 -2.92257 1.51225  -0.204
O 0.16664 -2.14467 0.32998  -0.252
C 1.48131 -2.49920 -0.19670  -0.216
C 1.60808 -1.94330 -1.59766  -0.049
H 0.08854 -3.06521 3.62248  0.097
H -0.25084 -1.42029 3.06220  0.071
H 1.33560 -2.12117 2.79907  0.070
H -1.28653 -2.98611 1.48355  0.102
H 0.20143 -3.92634 1.37270  0.127
H 1.53604 -3.58764 -0.22154  0.130
H 2.25761 -2.11032 0.46094  0.120
H 0.74074 -2.22830 -2.19654  0.085
H 2.50369 -2.34690 -2.06812  0.098
H 1.69691 -0.85893 -1.58982  0.060

## Properties
⟨S²⟩: 0.898
LUMO level (alpha / beta), hartree: -0.17452 / -0.14512
Multiplicity: 2
HOMO energy (alpha / beta), Eh: -0.4420 / -0.4420
Total charge: +1
Frontier orbital gap (alpha / beta), eV: 7.28 / 8.08

Density functional theory data (wB97M-V/def2-TZVPD) for a structure of composition C17H25IN2O6S2.

Each line ends with the Löwdin charge.
Geometry (Å):
C 5.20272 -0.92322 2.35115  -0.090
C 3.69288 -1.26169 2.38907  -0.221
C 3.22002 -2.09686 1.19232  -0.100
N 2.59503 -1.25024 0.16788  -0.067
C 1.53786 -1.64968 -0.50973  -0.024
C 0.90456 -0.89257 -1.49671  -0.469
S -0.48348 -1.54527 -2.34300  1.032
C -1.30222 -0.11098 -3.07452  -0.332
C -2.80634 -0.11777 -2.86616  -0.550
O -3.52128 0.13465 -3.77569  0.180
O -3.31198 -0.39263 -1.64115  -0.030
C -2.76606 0.38625 -0.56423  -0.121
C -3.84144 0.71244 0.44986  -0.323
C -3.34773 1.84559 1.35310  -0.012
O -4.11106 -0.40534 1.29525  0.021
C -4.97052 -1.33105 0.78819  -0.549
O -5.98512 -1.05317 0.23595  0.147
C -4.56791 -2.76967 1.03603  -0.448
S -4.15500 -3.67071 -0.47260  0.762
C 1.44970 0.35886 -1.71750  -0.053
C 2.55483 0.70637 -0.91860  -0.368
C 3.12651 2.07310 -1.14892  -0.211
O 2.04058 3.04226 -1.01239  -0.032
C 1.68853 3.27109 0.28625  -0.533
C 0.56172 2.47989 0.87888  0.025
O 2.25055 4.10304 0.92994  0.149
N 3.13904 -0.04388 -0.01466  0.211
H 5.36884 0.14974 2.37286  0.070
H 5.69662 -1.30686 3.23924  0.068
H 5.66831 -1.32134 1.45477  0.070
H 3.14477 -0.32578 2.45541  0.096
H 3.50279 -1.80078 3.31292  0.104
H 2.47050 -2.78703 1.56238  0.124
H 4.09124 -2.59812 0.78384  0.133
H 1.16533 -2.64169 -0.29075  0.142
H -1.12643 -0.07743 -4.14294  0.104
H -0.92705 0.83489 -2.69002  0.086
H -2.03939 -0.24270 -0.03719  0.139
H -2.24694 1.28154 -0.89215  0.123
H -4.73986 1.08735 -0.03488  0.159
H -2.71757 2.54305 0.81060  0.072
H -2.77937 1.41548 2.17667  0.091
H -4.17706 2.40259 1.77694  0.088
H -5.44443 -3.26224 1.44152  0.082
H -3.75126 -2.78107 1.75141  0.074
H -3.52851 -2.75076 -1.21657  -0.169
H 1.05261 1.03938 -2.44633  0.116
H 3.94362 2.29485 -0.47078  0.136
H 3.40761 2.03618 -2.24956  -0.116
H 0.96131 1.49420 1.13379  0.081
H 0.20290 2.92404 1.79749  0.093
H -0.24270 2.29162 0.17349  0.066
I 4.24978 0.50211 -3.57020  -0.026

## Properties
LUMO level, hartree: -0.06592
HOMO energy, Eh: -0.2667
Total charge: 0
Frontier orbital gap, eV: 5.46

Density functional theory data (wB97M-V/def2-TZVPD) for a cluster of 5 separate species, C17H25N6O2S in total.

Each line ends with the Löwdin charge.
Geometry (Å):
N -0.05921 5.32596 2.29552  -0.089
N -1.14368 5.77536 3.12961  -0.189
C -2.16834 6.18796 2.42953  -0.381
S -3.61006 4.70520 1.72847  0.662
O -4.24868 5.02638 0.42737  -0.529
O -3.07315 3.32034 1.90430  -0.535
H 0.01438 4.31324 2.39429  0.041
H -0.27346 5.50252 1.30833  0.039
H -2.04142 6.55749 1.38647  0.065
H -2.88959 6.80151 2.98048  0.061
H -4.68717 4.70412 2.61369  -0.002
N -3.77035 0.94754 0.43966  0.024
C -2.81850 0.00426 0.67343  -0.149
C -3.16724 -1.13740 -0.01480  -0.137
C -4.38227 -0.85854 -0.69547  -0.137
C -4.72184 0.43671 -0.38872  -0.149
H -3.76190 1.88875 0.84209  0.090
H -1.98024 0.22667 1.31357  0.102
H -2.62074 -2.06585 -0.02882  0.071
H -4.94115 -1.52650 -1.33129  0.076
H -5.56336 1.03439 -0.69703  0.103
N 3.73761 4.14045 0.14322  0.002
C 2.51669 3.77321 0.63762  -0.124
C 2.41512 2.41187 0.51757  -0.110
C 3.62728 1.94604 -0.06461  -0.127
C 4.42372 3.03770 -0.28876  -0.152
H 4.07203 5.08557 0.10679  0.143
H 1.82851 4.50576 1.02259  0.077
H 1.55706 1.82526 0.80620  0.086
H 3.87551 0.92484 -0.30814  0.078
H 5.41009 3.12011 -0.71242  0.099
N 2.59964 -1.41513 1.04275  0.009
C 3.61879 -2.32045 0.93684  -0.146
C 3.16055 -3.37990 0.19563  -0.115
C 1.81229 -3.09213 -0.15717  -0.113
C 1.49871 -1.87154 0.38146  -0.129
H 2.65205 -0.53516 1.52638  0.134
H 4.57728 -2.13652 1.39188  0.103
H 3.72498 -4.26094 -0.06329  0.085
H 1.14212 -3.71107 -0.73076  0.066
H 0.59209 -1.29300 0.34558  0.106
N 0.72817 -5.33731 -2.97286  0.001
C -0.51108 -5.67552 -2.50657  -0.143
C -0.65167 -7.03257 -2.63809  -0.115
C 0.55339 -7.52988 -3.20671  -0.120
C 1.38455 -6.45723 -3.40059  -0.147
H 1.10127 -4.40456 -2.99443  0.136
H -1.18433 -4.92895 -2.11978  0.108
H -1.52020 -7.60431 -2.35581  0.087
H 0.78377 -8.55570 -3.44330  0.085
H 2.38200 -6.39905 -3.80188  0.102

## Properties
LUMO level, hartree: 0.09065
HOMO energy, Eh: -0.1326
Total charge: -1
Frontier orbital gap, eV: 6.08

Number 1: calculated total energy -37630.602 eV. Number 2: calculated total energy -156292.847 eV. Number 3: calculated total energy -38291.415 eV. Number 4: calculated total energy -90839.954 eV. Number 5: calculated total energy -63068.161 eV. Number 6: calculated total energy -41903.217 eV.